Here is one molecule with the formula C7H9N3O2 in a non-equilibrium geometry from OMol25. Energies are from the ωB97M-V functional and the def2-TZVPD basis.

Values from the calculation:
M, g/mol: 167.17
Calculated total energy, hartree: -586.796743
LUMO energy, eV: 0.33
SMILES: NN(CO)C(=O)c1ccncc1
Multiplicity: 1
ΔE to the lowest compared entry with this formula, charge and spin, kJ/mol: 324.7

Element x y z (Å)
N -0.993 1.300 0.423
N -1.448 -0.117 0.151
C -2.886 -0.343 -0.313
O -3.931 0.305 0.365
C -0.392 -1.078 -0.178
O -0.749 -2.146 -0.670
C 0.967 -0.513 0.009
C 1.445 0.105 1.132
C 2.751 0.519 1.154
N 3.525 0.470 0.038
C 2.990 -0.062 -1.022
C 1.679 -0.633 -1.130
H -1.781 1.921 0.490
H -0.227 1.566 -0.265
H -2.984 -1.392 -0.326
H -3.108 -0.112 -1.330
H -3.667 0.194 1.316
H 0.769 0.009 2.019
H 3.094 1.085 1.966
H 3.588 0.104 -1.811
H 1.358 -1.181 -2.017